DFT (the ωB97M-V functional and the def2-TZVPD basis) results for the molecule C9H8FNO at a distorted geometry.

**HOMO-LUMO gap**: 10.206 eV
**E_HOMO**: -9.94 eV
**E**: -15718.7213 eV
**LUMO energy**: 0.3 eV
**SMILES string**: C[C@@]1(F)NC(=O)c2ccccc21
**Energy relative to the best compared isomer or geometry (same formula, charge and spin)**: 0.0 kcal per mole

Cartesian coordinates (Å):
C1 2.110416 1.769342 -0.291442
C2 2.431614 0.447886 -0.558393
C3 0.795975 2.146376 -0.048783
C4 1.456397 -0.543899 -0.578542
C5 -0.171180 1.162566 -0.066077
C6 0.153795 -0.172941 -0.321838
C7 -1.626815 1.256904 0.208930
C8 -1.078102 -0.998797 -0.123413
C9 -0.942482 -2.187289 0.803101
N1 -2.053802 -0.046906 0.246967
O1 -2.314794 2.226023 0.404537
F1 -1.604593 -1.633615 -1.423102
H1 2.890993 2.514180 -0.264369
H2 3.461208 0.179872 -0.741823
H3 0.533415 3.170657 0.166034
H4 1.717540 -1.570700 -0.783399
H5 -1.912365 -2.658422 0.937682
H6 -0.557850 -1.858996 1.764844
H7 -0.259196 -2.909516 0.362987
H8 -3.030178 -0.292723 0.306107

Forces on atoms 1 to 3 (eV/Å):
C -0.075 0.103 0.008
C 0.030 -0.139 -0.049
C -0.115 -0.044 -0.002

---

DFT (the ωB97M-V functional and the def2-TZVPD basis) results for C18H24AsCrN4O6S4SiTe as an isolated structure.

**HOMO-LUMO gap (spin up / spin down)**: 4.485 / 4.527 eV
**E_HOMO (spin up / spin down)**: -1.60 / -1.64 eV
**Total charge**: -2
**E**: -185076.2843 eV
**LUMO energy (spin up / spin down)**: 2.9 / 2.9 eV
**⟨S²⟩**: 3.816
**2S+1**: 4

Cartesian coordinates (Å):
Cr1 -0.010501 -0.253991 0.340251
S1 3.495288 1.595551 3.174754
As1 2.396714 -0.012144 2.352165
S2 0.195753 0.173509 2.623332
S3 2.272907 0.066245 0.128112
S4 3.022286 -1.962860 2.944671
C1 0.434491 -1.938914 -3.131960
C2 0.167579 -0.467032 -3.023173
C3 0.208284 0.354265 -4.135800
C4 -0.038068 1.718412 -3.957529
C5 -0.314853 2.228258 -2.717090
C6 -0.361709 1.341102 -1.606298
N1 -0.128041 0.003944 -1.813173
N2 -0.558861 1.627604 -0.321359
Si1 -1.442230 2.976585 0.274981
C7 -0.346397 4.468098 0.508388
C8 -2.814549 3.443826 -0.926166
C9 -2.246145 2.606440 1.903760
H1 -0.260432 -2.403772 -3.834775
H2 0.313109 -2.403274 -2.159966
H3 1.450259 -2.126102 -3.486109
H4 0.440014 -0.058815 -5.108509
H5 0.012900 2.386939 -4.811073
H6 -0.462258 3.287329 -2.558235
H7 0.094381 4.808142 -0.433197
H8 0.469620 4.191209 1.181590
H9 -0.895665 5.306667 0.950395
H10 -2.456989 3.994644 -1.798781
H11 -3.563273 4.066102 -0.423782
H12 -3.313532 2.544847 -1.292790
H13 -1.496893 2.473377 2.685584
H14 -2.831660 1.684991 1.850793
H15 -2.912838 3.432062 2.176879
O1 -2.552397 -2.305152 1.869721
C10 -2.802847 -1.375939 1.113772
O2 -2.032310 -0.653521 0.418003
C11 -4.272315 -0.922223 1.033333
C12 -5.135537 -1.225623 2.075008
C13 -6.449268 -0.812217 1.999247
C14 -6.964651 -0.136650 0.914533
C15 -6.086278 0.115960 -0.116402
C16 -4.753658 -0.239384 -0.076202
N3 -6.628379 0.799651 -1.329450
O3 -7.782261 1.194003 -1.274940
O4 -5.888575 0.920096 -2.281102
N4 -7.375606 -1.122461 3.128043
O5 -6.927782 -1.754513 4.062274
O6 -8.511924 -0.688788 3.054750
H16 -4.765997 -1.781379 2.925091
H17 -7.997876 0.166597 0.870258
H18 -4.079180 -0.001676 -0.886502
C17 -0.932984 -3.904945 -0.491552
Te1 0.378784 -2.913008 0.918343
C18 2.088759 -3.550616 -0.143791
H19 -0.345949 -4.300323 -1.320470
H20 -1.677592 -3.206516 -0.865675
H21 -1.434837 -4.716734 0.030473
H22 2.097550 -4.640157 -0.156083
H23 2.934276 -3.157169 0.414736
H24 2.076442 -3.145554 -1.151401

Forces on atoms 1 to 3 (eV/Å):
Cr -0.485 0.343 -0.087
S -0.141 -0.049 -0.074
As 0.227 0.098 0.086

---

DFT (the ωB97M-V functional and the def2-TZVPD basis) results for an isolated ion of composition C6H12NO2 and charge +1 at a distorted geometry.

**HOMO-LUMO gap**: 10.684 eV
**E_HOMO**: -13.76 eV
**Total charge**: +1
**E**: -11992.1601 eV
**LUMO energy**: -3.1 eV
**SMILES string**: COC1=[N+](C)O[C@H](C)C1
**Energy relative to the best compared isomer or geometry (same formula, charge and spin)**: 49.7 kcal per mole

Cartesian coordinates (Å):
C1 -0.741371 0.393016 0.147416
C2 0.582267 0.532070 -0.626528
C3 0.845279 -0.944836 -1.091081
C4 2.166998 -1.455207 -0.499634
C5 -2.259478 -1.481286 0.620961
C6 -0.773678 2.565270 0.943758
N1 -1.072879 -0.868368 0.100214
O1 -0.261101 -1.634454 -0.585891
O2 -1.356715 1.251275 0.835787
H1 0.445022 1.362357 -1.456112
H2 1.346493 1.130863 -0.084187
H3 0.846598 -1.117285 -2.160966
H4 2.057058 -1.747102 0.524949
H5 3.004239 -0.690025 -0.355496
H6 2.645031 -2.340343 -1.097352
H7 -3.096335 -0.891535 0.281905
H8 -2.269377 -1.619221 1.693779
H9 -2.335640 -2.412529 0.114972
H10 -0.674423 3.002336 0.001403
H11 0.222800 2.398479 1.247693
H12 -1.457728 3.175031 1.607420

Forces on atoms 1 to 3 (eV/Å):
C 2.920 -1.912 -1.400
C -1.056 2.593 -1.546
C 2.177 2.108 0.542

---

DFT (the ωB97M-V functional and the def2-TZVPD basis) results for C12H24IN5O9RuS2 as an isolated structure at a distorted geometry.

**HOMO-LUMO gap**: 7.502 eV
**E_HOMO**: -8.86 eV
**E**: -71063.2813 eV
**LUMO energy**: -1.4 eV
**Energy relative to the best compared isomer or geometry (same formula, charge and spin)**: 14.2 kcal per mole

Cartesian coordinates (Å):
Ru1 -0.470005 1.643204 -1.162317
O1 1.917726 2.807377 -0.062938
S1 1.055105 3.696581 -0.890138
O2 1.438401 5.067154 -0.906510
O3 0.822295 3.043765 -2.228201
O4 -0.371876 3.482552 -0.297580
I1 -3.141444 3.327771 -2.407522
C1 -2.491973 1.827307 -1.069533
H1 -3.000033 0.908238 -1.333847
H2 -2.709720 2.179992 -0.068841
O5 0.088528 -0.788832 1.622768
C2 -0.064477 0.412534 1.618283
O6 -0.743486 1.147872 0.786104
C3 0.495260 1.244266 2.767612
N1 0.750461 2.650422 2.331290
C4 1.672970 3.271558 3.336160
C5 2.317063 2.077616 4.069705
C6 1.860240 0.834494 3.293661
H3 -0.243694 1.267083 3.571846
H4 -0.106017 3.169858 2.146173
H5 1.233899 2.633209 1.394820
H6 1.097048 3.909033 4.001012
H7 2.384085 3.886603 2.791162
H8 1.951703 2.034806 5.095653
H9 3.399708 2.168808 4.110594
H10 1.806784 -0.062112 3.903524
H11 2.517762 0.625133 2.447426
C7 -1.884634 0.791592 -5.350700
S2 -1.511153 0.045181 -3.801799
O7 -2.747825 -0.268477 -3.113222
O8 -0.623317 -1.064803 -4.031040
O9 -0.786223 1.198803 -3.110879
H12 -2.259505 0.003108 -6.001099
H13 -0.965103 1.214254 -5.749592
H14 -2.633445 1.563397 -5.187611
C8 -1.312418 -3.856452 0.982903
C9 -0.102127 -4.415752 0.237873
C10 1.186376 -4.170549 1.016153
C11 -0.005349 -3.872707 -1.186657
N2 0.227434 -2.430194 -1.233454
C12 -0.619776 -1.428412 -1.091607
N3 0.077866 -0.324026 -1.221371
N4 1.356226 -0.661836 -1.460205
N5 1.457078 -1.932065 -1.484035
H15 -1.450008 -4.385095 1.927240
H16 -2.231967 -3.968719 0.401638
H17 -1.169587 -2.799500 1.221289
H18 -0.242720 -5.493574 0.112000
H19 1.352359 -3.100352 1.162370
H20 2.053773 -4.583546 0.497247
H21 1.125386 -4.633031 2.002718
H22 -0.914195 -4.073244 -1.752529
H23 0.834724 -4.312807 -1.719235
H24 -1.678193 -1.507479 -0.926753

Forces on atoms 1 to 3 (eV/Å):
Ru 1.081 -0.073 0.372
O -0.041 0.215 -0.195
S -0.159 0.248 0.417

---

DFT (the ωB97M-V functional and the def2-TZVPD basis) results for an isolated ion of composition C3H8N3O and charge +1 at a distorted geometry.

**HOMO-LUMO gap**: 10.005 eV
**E_HOMO**: -13.70 eV
**Total charge**: +1
**E**: -9750.4553 eV
**LUMO energy**: -3.7 eV
**SMILES string**: N/C=N/[C@H]([NH3+])C=O
**Energy relative to the best compared isomer or geometry (same formula, charge and spin)**: 46.3 kcal per mole

Cartesian coordinates (Å):
C1 0.716381 -0.288361 -0.590356
C2 1.095681 -1.639546 0.006606
C3 -0.377763 0.712989 1.270773
N1 -0.339694 0.305951 0.076062
N2 -1.365148 1.275437 1.987444
N3 -0.070841 -0.633802 -1.860912
O1 0.800902 -2.652163 -0.579820
H1 1.659568 0.322154 -0.617852
H2 1.530485 -1.450330 0.952487
H3 0.415326 0.382954 1.925894
H4 -1.245677 1.428515 2.969819
H5 -2.308468 1.564862 1.786866
H6 0.198669 -0.106640 -2.767445
H7 -1.037838 -0.463390 -1.483879
H8 0.084817 -1.695189 -1.894304

Forces on atoms 1 to 3 (eV/Å):
C 0.359 -0.140 -0.672
C -1.249 0.350 -1.903
C 0.269 -1.062 1.922

---

DFT (the ωB97M-V functional and the def2-TZVPD basis) results for an isolated ion of composition C8H9N2O3S and charge -1 at a distorted geometry.

**HOMO-LUMO gap (spin up / spin down)**: 6.671 / 6.672 eV
**E_HOMO (spin up / spin down)**: -3.21 / -3.21 eV
**Total charge**: -1
**E**: -28401.1430 eV
**LUMO energy (spin up / spin down)**: 3.5 / 3.5 eV
**SMILES string**: CCOC(=O)/N=C(\S[O-])c1ccc[nH]1
**Energy relative to the best compared isomer or geometry (same formula, charge and spin)**: 13.0 kcal per mole

Cartesian coordinates (Å):
C1 4.635892 -0.123562 0.277651
C2 3.607153 0.789585 0.563473
C3 4.201635 -0.924459 -0.749502
C4 2.564861 0.518010 -0.302346
C5 1.257967 1.100135 -0.485023
C6 -0.806185 0.665631 -1.546180
C7 -3.449798 -0.267314 0.706371
C8 -2.840486 0.679518 -0.319051
N1 0.516820 0.588062 -1.443295
N2 2.949786 -0.529267 -1.084616
O1 -1.427367 0.662816 -2.593393
O2 -0.376685 3.101961 0.121074
O3 -1.441121 0.537336 -0.324058
S1 0.956673 2.498805 0.451763
H1 5.588857 -0.185781 0.770136
H2 3.614312 1.557585 1.310643
H3 4.693039 -1.735752 -1.252993
H4 -3.207514 -1.298114 0.456666
H5 -3.049034 -0.047390 1.692798
H6 -4.531308 -0.147732 0.723774
H7 -3.080164 1.721498 -0.066570
H8 -3.220522 0.465758 -1.327548
H9 2.347608 -0.888437 -1.807388

Forces on atoms 1 to 3 (eV/Å):
C 0.241 -0.121 0.013
C -0.272 0.036 -0.118
C 0.289 -0.224 -0.034